1.
180
Properties=species:S:1:pos:R:3 method="wB97M-V/def2-TZVPD" homo_lumo_gap_ev=10.5447 smiles="CCOC(=O)OC.CCOC(=O)OC.CCOC(=O)OC.CCOC(=O)OC.CCOC(=O)OC.CCOC(=O)OC.CCOC(=O)OC.CCOC(=O)OC.CCOC(=O)OC.CCOC(=O)OC.CCOC(=O)OC.CCOC(=O)OC" max_force_ev_per_a=6.10 relative_energy_kj_mol=877.6 spin_multiplicity=1 homo_ev=-10.392
C -1.851 4.218 -8.377
C -3.148 4.586 -9.158
O -2.824 4.813 -10.475
C -3.661 5.555 -11.267
O -4.569 6.280 -10.967
O -3.126 5.493 -12.483
C -3.590 6.236 -13.610
H -0.961 4.781 -8.657
H -1.620 3.155 -8.447
H -2.182 4.477 -7.371
H -3.597 5.491 -8.749
H -3.864 3.769 -9.074
H -2.813 6.252 -14.374
H -3.681 7.300 -13.392
H -4.474 5.777 -14.052
C -4.908 -4.913 4.894
C -4.373 -3.702 4.118
O -5.342 -3.434 3.104
C -5.181 -4.114 1.998
O -4.357 -5.084 1.778
O -5.986 -3.670 0.990
C -5.813 -4.279 -0.355
H -4.721 -5.736 4.205
H -5.973 -4.787 5.088
H -4.423 -5.029 5.863
H -3.348 -3.831 3.770
H -4.552 -2.768 4.650
H -4.856 -4.200 -0.873
H -6.518 -3.949 -1.118
H -6.065 -5.337 -0.432
C -1.408 7.142 3.764
C -0.452 7.790 2.646
O 0.934 8.164 3.059
C 1.285 9.381 3.588
O 0.525 10.287 3.930
O 2.588 9.495 3.544
C 3.165 10.553 4.209
H -2.395 7.075 3.306
H -1.639 7.787 4.612
H -0.962 6.224 4.148
H -1.005 8.643 2.252
H -0.347 6.977 1.928
H 3.109 10.527 5.297
H 2.801 11.540 3.924
H 4.224 10.478 3.964
C 1.743 -2.319 1.855
C 0.927 -1.047 1.710
O 0.023 -1.178 0.647
C -0.732 -0.152 0.289
O -0.696 0.929 0.859
O -1.505 -0.439 -0.775
C -2.586 0.480 -1.253
H 2.020 -2.557 0.827
H 1.125 -3.090 2.314
H 2.602 -2.110 2.492
H 1.581 -0.182 1.601
H 0.339 -1.003 2.628
H -2.080 1.384 -1.594
H -3.204 0.846 -0.434
H -2.942 0.121 -2.219
C 3.609 3.546 8.141
C 2.243 3.535 7.428
O 1.195 4.006 8.349
C 0.982 5.248 8.796
O 1.699 6.207 8.560
O -0.173 5.172 9.398
C -0.825 6.359 9.822
H 3.645 3.004 9.086
H 3.928 4.581 8.264
H 4.215 2.989 7.426
H 2.061 2.488 7.188
H 2.278 4.177 6.548
H -1.774 6.005 10.224
H -0.986 7.069 9.011
H -0.404 6.973 10.618
C 13.736 -4.836 6.773
C 12.748 -5.910 7.254
O 11.703 -5.216 7.996
C 10.452 -5.098 7.387
O 10.033 -5.650 6.361
O 9.771 -4.168 8.033
C 8.493 -3.744 7.667
H 14.048 -4.252 7.638
H 13.219 -4.121 6.133
H 14.546 -5.324 6.231
H 13.121 -6.613 7.998
H 12.437 -6.556 6.433
H 8.112 -2.835 8.132
H 7.736 -4.478 7.945
H 8.441 -3.450 6.619
C 12.606 -6.798 -4.432
C 11.788 -5.710 -5.131
O 10.814 -5.234 -4.189
C 9.629 -5.780 -4.161
O 9.181 -6.753 -4.834
O 9.023 -5.086 -3.128
C 7.776 -5.457 -2.645
H 13.366 -7.227 -5.085
H 11.955 -7.583 -4.046
H 13.071 -6.446 -3.511
H 11.340 -5.952 -6.095
H 12.422 -4.872 -5.418
H 7.701 -6.536 -2.781
H 7.021 -4.851 -3.146
H 7.639 -5.214 -1.591
C -2.479 -1.240 -10.259
C -3.080 -2.547 -9.687
O -2.347 -3.282 -8.723
C -1.986 -2.755 -7.529
O -2.174 -1.598 -7.214
O -1.443 -3.771 -6.782
C -0.643 -3.400 -5.625
H -1.672 -0.809 -9.665
H -3.412 -0.681 -10.187
H -2.325 -1.358 -11.331
H -3.121 -3.330 -10.443
H -4.105 -2.310 -9.403
H 0.301 -3.943 -5.675
H -1.167 -3.637 -4.699
H -0.437 -2.339 -5.482
C -8.341 2.192 2.200
C -9.013 2.753 0.879
O -9.646 1.796 0.052
C -10.976 1.599 -0.141
O -11.849 2.331 0.385
O -11.141 0.423 -0.645
C -12.328 -0.116 -1.243
H -7.668 1.378 1.930
H -9.096 1.878 2.921
H -7.865 3.048 2.679
H -8.325 3.243 0.189
H -9.597 3.654 1.068
H -12.073 -0.398 -2.264
H -13.110 0.632 -1.375
H -12.792 -0.926 -0.680
C 5.933 4.823 -1.005
C 6.066 3.531 -0.165
O 7.357 2.898 -0.236
C 7.613 1.623 0.063
O 6.742 0.896 0.493
O 8.942 1.323 -0.241
C 9.909 2.302 -0.489
H 5.827 4.626 -2.072
H 6.694 5.572 -0.786
H 4.959 5.275 -0.820
H 5.298 2.870 -0.566
H 5.712 3.781 0.835
H 9.716 2.449 -1.552
H 10.915 1.933 -0.290
H 9.727 3.287 -0.060
C 1.766 -6.456 7.795
C 0.269 -5.865 7.873
O 0.208 -5.156 9.154
C 0.645 -3.827 9.115
O 1.262 -3.300 8.185
O 0.366 -3.294 10.244
C 0.737 -2.038 10.603
H 1.953 -7.176 8.591
H 2.371 -5.584 8.040
H 2.070 -6.936 6.864
H -0.469 -6.668 7.885
H 0.090 -5.293 6.963
H 1.659 -1.938 11.177
H -0.112 -1.651 11.167
H 0.713 -1.353 9.755
C -13.999 -1.003 -9.348
C -12.662 -1.676 -9.235
O -11.703 -0.701 -8.898
C -10.518 -0.935 -8.273
O -9.977 -2.003 -8.045
O -10.108 0.182 -7.892
C -8.787 0.352 -7.305
H -14.863 -1.667 -9.370
H -14.070 -0.450 -10.285
H -14.169 -0.417 -8.445
H -12.364 -2.164 -10.163
H -12.729 -2.460 -8.482
H -8.730 -0.306 -6.437
H -8.568 1.409 -7.152
H -8.075 -0.007 -8.048


2.
65
Properties=species:S:1:pos:R:3 method="wB97M-V/def2-TZVPD" homo_lumo_gap_ev="6.2671 / 6.1029" charge=+1 max_force_ev_per_a=1.39 relative_energy_kj_mol=104.2 spin_multiplicity=5 homo_ev="-9.431 / -10.975"
Ir 1.334 1.326 -0.802
C 0.230 -0.840 1.889
C -1.046 -1.127 1.131
As -1.334 0.283 -0.212
C -3.112 -0.372 -0.749
C -3.239 -1.727 -1.034
C -4.492 -2.291 -1.187
C -5.623 -1.498 -1.089
C -5.498 -0.134 -0.882
C -4.245 0.432 -0.714
C -1.882 1.792 0.896
C -2.508 1.652 2.127
C -2.868 2.767 2.865
C -2.587 4.036 2.388
C -1.939 4.190 1.176
C -1.611 3.074 0.427
As 1.743 -0.709 0.623
C 1.569 -2.207 -0.628
C 1.188 -1.867 -1.925
C 1.093 -2.827 -2.916
C 1.389 -4.148 -2.620
C 1.787 -4.497 -1.340
C 1.883 -3.532 -0.348
C 3.188 -1.202 1.824
C 3.027 -2.280 2.687
C 4.022 -2.610 3.588
C 5.185 -1.860 3.633
C 5.354 -0.784 2.777
C 4.356 -0.453 1.875
H 0.416 -1.583 2.671
H 0.168 0.142 2.382
H -1.915 -1.204 1.795
H -0.955 -2.086 0.609
H -2.350 -2.345 -1.123
H -4.584 -3.353 -1.363
H -6.601 -1.945 -1.172
H -6.379 0.486 -0.830
H -4.145 1.497 -0.532
H -2.720 0.665 2.523
H -3.362 2.651 3.818
H -2.875 4.907 2.957
H -1.685 5.178 0.821
H -1.115 3.190 -0.532
H 0.995 -0.813 -2.161
H 0.806 -2.543 -3.918
H 1.328 -4.899 -3.393
H 2.036 -5.524 -1.117
H 2.228 -3.812 0.640
H 2.113 -2.864 2.662
H 3.886 -3.448 4.257
H 5.961 -2.116 4.338
H 6.261 -0.201 2.815
H 4.471 0.393 1.203
Se 3.813 1.716 -1.796
Se 4.373 3.850 -1.351
Se 3.104 4.635 0.562
Se 1.568 3.058 1.087
S -1.439 3.059 -4.381
C 0.130 3.740 -4.474
C 0.932 3.213 -3.515
N 0.333 2.290 -2.714
C -0.911 2.112 -3.063
H 0.364 4.476 -5.215
H 1.967 3.469 -3.376
H -1.580 1.422 -2.575


3.
11
Properties=species:S:1:pos:R:3 method="wB97M-V/def2-TZVPD" homo_lumo_gap_ev=8.5565 smiles="S/N=c1/[nH]nnn1S" max_force_ev_per_a=0.99 relative_energy_kj_mol=0.8 spin_multiplicity=1 homo_ev=-7.997
S -2.399 -0.308 -0.008
N -1.007 -1.298 -0.004
C 0.163 -0.805 0.004
N 1.317 -1.581 0.000
N 2.435 -0.851 0.006
N 2.123 0.372 0.007
N 0.744 0.463 0.004
S 0.008 1.987 -0.084
H -3.250 -1.373 0.122
H 1.353 -2.593 -0.014
H -0.113 2.192 1.243


4.
37
Properties=species:S:1:pos:R:3 method="wB97M-V/def2-TZVPD" homo_lumo_gap_ev=4.1770 charge=-1 max_force_ev_per_a=3.52 spin_multiplicity=1 homo_ev=-2.268
C -0.379 0.651 4.074
N -0.495 1.737 3.069
C -0.097 3.017 3.687
B -1.886 1.781 2.563
O -2.878 2.662 3.072
O -2.303 0.935 1.479
S -1.089 1.009 0.296
O -1.424 2.206 -0.485
O -1.257 -0.289 -0.732
C -1.503 -1.530 -0.037
C -0.474 -2.694 -0.364
S 1.078 -2.167 -1.188
C 1.771 -0.736 -0.339
N 1.764 -0.534 0.997
N 2.362 0.694 1.135
C 2.709 1.167 -0.072
O 2.352 0.249 -1.077
H -0.664 -0.321 3.580
H -1.070 0.822 4.958
H 0.672 0.587 4.460
H 0.135 3.825 2.946
H -0.856 3.423 4.424
H 0.847 2.857 4.289
H -3.312 2.248 3.841
H -2.517 -1.885 -0.382
H -1.574 -1.438 1.077
H -0.184 -3.162 0.621
H -0.996 -3.478 -0.971
H 3.196 2.130 -0.310
C 1.533 -1.675 -6.111
C 0.457 -1.786 -5.006
O 0.494 -3.025 -4.500
H 1.349 -2.382 -6.926
H 1.526 -0.662 -6.548
H 2.537 -1.854 -5.716
H -0.490 -1.450 -5.492
H 0.668 -0.934 -4.313


5.
16
Properties=species:S:1:pos:R:3 method="wB97M-V/def2-TZVPD" homo_lumo_gap_ev="9.1705 / 6.2774" charge=+3 max_force_ev_per_a=8.03 relative_energy_kj_mol=0.0 spin_multiplicity=2 homo_ev="-22.624 / -22.623"
O -0.881 -1.853 0.171
C -0.525 -2.984 0.104
C -0.138 -4.219 0.048
H 0.154 -4.640 -0.916
H 0.041 -4.761 0.979
O -0.716 0.425 -0.415
O 1.331 -0.535 -0.809
C -0.506 1.819 0.191
C -1.620 2.672 -0.317
C 0.203 -0.354 -0.648
H -0.508 1.644 1.271
H 0.479 2.155 -0.149
H -1.200 3.680 -0.439
H -1.989 2.357 -1.299
H -2.451 2.709 0.396
Ga 4.079 2.680 0.134


Number 1: total energy -125035.862 eV. Number 2: total energy -428731.323 eV. Number 3: total energy -30203.886 eV. Number 4: total energy -47672.345 eV. Number 5: total energy -63780.085 eV.